Version i
Molecular formula: C38H35N5PV
Method: DFT, ωB97M-V/def2-TZVPD

```
80
Properties=species:S:1:pos:R:3:lowdin_charge:R:1
V 0.070 -1.079 0.560 0.655
C 1.168 -4.893 2.676 -0.038
C 0.390 -3.836 2.181 -0.130
N 0.892 -2.676 1.814 0.031
C 2.234 -2.451 1.968 -0.152
C 3.095 -3.469 2.442 -0.150
C 2.519 -4.714 2.779 0.008
C 4.474 -3.204 2.602 -0.041
C 4.939 -1.951 2.325 -0.064
C 4.081 -0.924 1.894 -0.004
C 2.720 -1.122 1.724 -0.243
N 1.768 -0.205 1.356 -0.050
C 1.604 1.010 1.966 -0.241
C 2.575 1.939 2.292 -0.013
C 2.258 3.146 2.942 -0.075
C 0.973 3.462 3.270 -0.048
C -0.061 2.546 2.970 -0.154
C -1.401 2.780 3.342 0.006
C -2.349 1.828 3.099 -0.035
C -1.959 0.651 2.445 -0.127
N -0.728 0.406 2.045 0.031
C 0.243 1.333 2.312 -0.156
H 0.691 -5.821 2.961 0.111
H -0.684 -3.954 2.090 0.109
H 3.161 -5.508 3.141 0.126
H 5.131 -3.992 2.947 0.115
H 5.993 -1.727 2.441 0.112
H 4.507 0.047 1.696 0.094
H 3.607 1.748 2.041 0.092
H 3.061 3.835 3.175 0.112
H 0.725 4.393 3.766 0.117
H -1.653 3.711 3.838 0.126
H -3.381 1.958 3.393 0.111
H -2.698 -0.113 2.238 0.099
N 1.456 -1.860 -1.043 -0.010
C 1.069 -3.215 -1.468 -0.212
C -0.416 -3.200 -1.756 -0.212
N -1.149 -2.717 -0.562 -0.022
H 1.441 -1.226 -1.840 0.082
H 2.402 -1.835 -0.673 0.094
H 1.285 -3.900 -0.644 0.112
H 1.622 -3.566 -2.340 0.124
H -0.762 -4.183 -2.077 0.124
H -0.608 -2.502 -2.569 0.091
H -1.198 -3.475 0.113 0.068
H -2.111 -2.515 -0.815 0.076
C 0.627 0.001 -5.508 -0.073
C 1.310 0.823 -4.624 -0.068
C 0.802 1.063 -3.353 -0.088
C -0.406 0.492 -2.948 -0.356
C -1.083 -0.336 -3.848 -0.122
C -0.572 -0.576 -5.116 -0.070
P -0.991 0.644 -1.217 1.087
C -0.670 2.374 -0.741 -0.339
C 0.652 2.753 -0.491 -0.122
C 0.954 4.048 -0.102 -0.071
C -0.065 4.970 0.089 -0.069
C -1.383 4.590 -0.105 -0.068
C -1.687 3.300 -0.523 -0.074
C -2.800 0.557 -1.390 -0.380
C -3.482 1.293 -2.363 -0.100
C -4.863 1.230 -2.450 -0.058
C -5.584 0.435 -1.565 -0.065
C -4.921 -0.293 -0.591 -0.066
C -3.534 -0.230 -0.506 -0.119
H 1.022 -0.183 -6.498 0.110
H 2.241 1.289 -4.923 0.111
H 1.348 1.723 -2.692 0.089
H -2.024 -0.791 -3.566 0.104
H -1.120 -1.212 -5.801 0.111
H 1.453 2.027 -0.568 0.098
H 1.984 4.327 0.078 0.113
H 0.170 5.979 0.406 0.111
H -2.185 5.300 0.062 0.110
H -2.721 3.027 -0.673 0.096
H -2.928 1.915 -3.056 0.122
H -5.381 1.804 -3.207 0.113
H -6.663 0.389 -1.636 0.111
H -5.478 -0.908 0.104 0.109
H -3.018 -0.783 0.268 0.061
```

Orbital gap (alpha / beta) (eV): 6.5 / 7.0
E_HOMO (alpha / beta) (eV): -8.934 / -9.435
Total charge: +1
Spin multiplicity: 4
⟨S²⟩: 3.7640
Lowest unoccupied orbital energy (alpha / beta) (eV): -2.414 / -2.481

Version ii
Molecular formula: C38H35N5PV
Method: DFT, ωB97M-V/def2-TZVPD

```
80
Properties=species:S:1:pos:R:3:lowdin_charge:R:1
V -0.097 0.028 0.468 0.602
C 3.937 -0.727 1.767 -0.040
C 2.537 -0.803 1.728 -0.114
N 1.786 0.091 1.100 -0.005
C 2.413 1.178 0.530 -0.148
C 3.811 1.315 0.501 -0.151
C 4.570 0.304 1.133 0.008
C 4.363 2.466 -0.114 -0.040
C 3.528 3.434 -0.593 -0.063
C 2.116 3.337 -0.494 -0.002
C 1.532 2.222 0.066 -0.234
N 0.203 1.915 0.294 -0.079
C -0.737 2.732 0.895 -0.223
C -1.005 4.063 0.690 -0.006
C -2.002 4.724 1.447 -0.068
C -2.709 4.080 2.416 -0.043
C -2.437 2.718 2.687 -0.155
C -3.029 2.007 3.752 0.008
C -2.616 0.736 4.027 -0.035
C -1.657 0.129 3.201 -0.110
N -1.127 0.715 2.140 0.006
C -1.480 2.036 1.915 -0.146
H 4.497 -1.489 2.294 0.113
H 2.016 -1.619 2.209 0.114
H 5.654 0.372 1.136 0.127
H 5.441 2.579 -0.175 0.116
H 3.956 4.316 -1.061 0.112
H 1.502 4.149 -0.861 0.100
H -0.451 4.616 -0.056 0.098
H -2.202 5.771 1.246 0.111
H -3.463 4.600 3.001 0.118
H -3.787 2.489 4.364 0.128
H -3.024 0.177 4.861 0.113
H -1.321 -0.872 3.424 0.104
N 0.706 -0.077 -1.737 0.001
C 1.520 -1.261 -2.075 -0.215
C 0.728 -2.487 -1.720 -0.231
N 0.422 -2.466 -0.272 0.015
H -0.075 -0.003 -2.375 0.082
H 1.257 0.762 -1.861 0.085
H 2.436 -1.220 -1.480 0.116
H 1.809 -1.297 -3.124 0.122
H 1.266 -3.382 -2.028 0.123
H -0.208 -2.462 -2.266 0.081
H 1.281 -2.652 0.233 0.070
H -0.213 -3.220 -0.038 0.069
C -3.079 -2.028 -4.785 -0.072
C -3.212 -0.688 -4.451 -0.067
C -3.021 -0.268 -3.138 -0.080
C -2.701 -1.182 -2.130 -0.339
C -2.559 -2.526 -2.488 -0.134
C -2.749 -2.947 -3.798 -0.067
P -2.359 -0.669 -0.378 1.091
C -3.714 0.539 -0.055 -0.333
C -3.599 1.816 -0.621 -0.122
C -4.602 2.759 -0.464 -0.068
C -5.722 2.461 0.302 -0.072
C -5.814 1.229 0.930 -0.067
C -4.814 0.274 0.757 -0.079
C -2.964 -2.167 0.512 -0.368
C -4.197 -2.745 0.188 -0.110
C -4.659 -3.863 0.865 -0.056
C -3.898 -4.427 1.883 -0.067
C -2.673 -3.873 2.215 -0.067
C -2.212 -2.754 1.527 -0.132
H -3.239 -2.354 -5.806 0.110
H -3.475 0.039 -5.213 0.112
H -3.143 0.779 -2.912 0.088
H -2.320 -3.266 -1.732 0.104
H -2.647 -3.998 -4.046 0.112
H -2.708 2.081 -1.174 0.100
H -4.498 3.737 -0.920 0.112
H -6.511 3.197 0.426 0.110
H -6.671 0.999 1.555 0.110
H -4.909 -0.679 1.256 0.094
H -4.797 -2.312 -0.603 0.121
H -5.615 -4.299 0.596 0.114
H -4.260 -5.303 2.411 0.112
H -2.075 -4.311 3.006 0.110
H -1.246 -2.341 1.771 0.063
```

Orbital gap (alpha / beta) (eV): 6.1 / 7.0
E_HOMO (alpha / beta) (eV): -8.696 / -9.669
Total charge: +1
Spin multiplicity: 4
⟨S²⟩: 3.7776
Lowest unoccupied orbital energy (alpha / beta) (eV): -2.578 / -2.656

Quick one: least stable of them? version ii

Version i
Molecular formula: C14H16N2O3
Method: DFT, ωB97M-V/def2-TZVPD

```
35
Properties=species:S:1:pos:R:3:lowdin_charge:R:1
C 1.888 2.896 -1.522 -0.114
C 2.100 1.414 -1.810 -0.261
C 1.187 0.881 -2.915 -0.183
C -0.303 0.949 -2.571 -0.134
N -0.606 0.190 -1.373 -0.051
N -0.625 0.892 -0.248 0.167
C -0.825 0.322 0.891 -0.217
C -0.780 1.215 2.096 -0.033
C 0.413 0.889 2.967 -0.544
O 1.452 0.425 2.589 0.127
O 0.181 1.198 4.250 0.106
C -1.038 -1.095 1.009 -0.090
C -1.257 -1.763 2.221 -0.008
C -1.447 -3.126 2.236 -0.060
C -1.426 -3.860 1.051 -0.061
C -1.213 -3.223 -0.150 0.002
C -1.019 -1.842 -0.183 -0.053
C -0.781 -1.177 -1.467 -0.369
O -0.742 -1.740 -2.546 0.071
H 1.973 3.481 -2.436 0.072
H 0.909 3.066 -1.084 0.051
H 2.638 3.248 -0.818 0.068
H 3.135 1.253 -2.120 0.105
H 1.942 0.846 -0.892 0.097
H 1.442 -0.161 -3.121 0.109
H 1.347 1.454 -3.830 0.113
H -0.617 1.976 -2.391 0.119
H -0.883 0.517 -3.390 0.123
H -1.690 1.147 2.695 0.129
H -0.664 2.246 1.753 0.137
H 0.965 1.017 4.792 0.133
H -1.276 -1.207 3.146 0.113
H -1.613 -3.633 3.175 0.107
H -1.576 -4.929 1.080 0.106
H -1.190 -3.762 -1.085 0.121
```

Orbital gap (eV): 9.0
E_HOMO (eV): -8.630
Total charge: 0
Spin multiplicity: 1
Lowest unoccupied orbital energy (eV): 0.347
Structure (SMILES): CCCCn1nc(CC(=O)O)c2ccccc2c1=O

Version ii
Molecular formula: C14H16N2O3
Method: DFT, ωB97M-V/def2-TZVPD

```
35
Properties=species:S:1:pos:R:3:lowdin_charge:R:1
C -0.997 1.241 4.055 -0.146
N -0.735 0.421 2.801 -0.122
C 0.259 1.232 2.031 -0.207
C 0.438 0.788 0.506 -0.095
C 1.773 0.663 -0.004 0.058
C 2.003 0.260 -1.551 -0.275
O 2.971 -0.448 -1.943 0.033
C 0.907 0.879 -2.564 -0.043
C 1.302 1.323 -4.005 0.008
C 0.154 1.954 -4.873 -0.054
C -1.295 2.120 -4.295 -0.065
C -1.711 1.653 -2.866 0.007
C -0.558 1.025 -2.006 -0.030
C -0.808 0.519 -0.493 -0.243
O -1.858 -0.067 -0.123 0.039
H -1.489 2.244 3.830 0.086
H 0.009 1.414 4.604 0.087
H -1.609 0.558 4.742 0.088
H -0.192 -0.386 3.163 0.097
H -0.163 2.312 2.006 0.133
H 1.294 1.305 2.517 0.124
H 2.658 0.885 0.688 0.128
H 2.352 1.217 -4.445 0.107
H 0.381 2.337 -5.936 0.092
H -2.088 2.621 -4.965 0.091
H -2.775 1.801 -2.477 0.107
C -0.170 -2.478 0.579 -0.005
C 0.390 -3.268 1.728 -0.590
N -0.146 -4.504 1.920 0.150
O 1.272 -2.845 2.459 0.019
H 0.636 -2.251 -0.123 0.091
H -0.596 -1.551 0.960 0.043
H -0.949 -3.029 0.049 0.083
H -0.873 -4.893 1.345 0.096
H 0.213 -5.053 2.686 0.107
```

Orbital gap (eV): 8.1
E_HOMO (eV): -9.240
Total charge: 0
Spin multiplicity: 1
Lowest unoccupied orbital energy (eV): -1.105
Structure (SMILES): CNCC1=CC(=O)c2ccccc2C1=O.CC(N)=O

Quick one: least stable of them? version ii

Version i
Molecular formula: C44H65N4O5PSeTeV
Method: DFT, ωB97M-V/def2-TZVPD

```
122
Properties=species:S:1:pos:R:3:lowdin_charge:R:1
V -1.149 -1.162 0.719 0.853
O -4.813 -1.079 0.519 -0.061
H -4.098 -0.803 -0.072 0.005
H -4.319 -1.351 1.302 -0.008
Se 2.272 -2.886 3.954 0.475
C 1.084 -2.365 2.720 -0.933
N 0.270 -1.987 1.976 -0.009
C -2.299 -3.897 0.696 -0.206
O -1.792 -2.772 0.049 -0.443
H -3.289 -4.142 0.293 0.081
H -2.398 -3.755 1.780 0.063
H -1.637 -4.759 0.535 0.077
N -3.513 -1.847 4.335 0.197
C -2.452 -1.410 3.617 -0.592
N -1.336 -1.075 4.301 0.209
O -2.539 -1.324 2.381 -0.076
H -3.542 -1.769 5.334 0.109
H -4.370 -2.015 3.838 0.117
H -1.186 -1.498 5.203 0.118
H -0.511 -1.022 3.717 0.045
C 2.406 -7.652 -5.507 -0.052
C 2.071 -6.525 -4.573 -0.265
C 2.845 -6.275 -3.446 -0.013
C 2.558 -5.227 -2.581 -0.303
C 3.450 -4.978 -1.396 -0.074
C 1.456 -4.409 -2.858 -0.377
Te 1.000 -2.824 -1.473 1.768
N -0.111 -0.840 -1.026 -0.213
C -1.193 -0.324 -1.527 -0.584
O -2.172 -0.056 -0.711 -0.136
C -1.377 0.005 -2.968 -0.153
C -2.640 0.301 -3.470 -0.011
C -2.794 0.608 -4.814 -0.076
C -1.691 0.624 -5.656 -0.088
C -0.428 0.333 -5.157 -0.076
C -0.271 0.026 -3.815 -0.049
C 2.621 -1.644 -2.134 -0.413
C 2.988 -1.674 -3.475 -0.128
C 3.983 -0.832 -3.949 -0.084
C 4.612 0.040 -3.073 -0.080
C 4.256 0.052 -1.734 -0.052
C 3.263 -0.788 -1.233 -0.305
C 2.932 -0.760 0.230 -0.076
C 0.660 -4.636 -3.982 -0.306
C -0.537 -3.798 -4.347 -0.061
C 0.986 -5.698 -4.824 -0.018
H 3.156 -8.315 -5.077 0.073
H 2.801 -7.272 -6.451 0.083
H 1.522 -8.246 -5.740 0.080
H 3.696 -6.912 -3.233 0.115
H 4.240 -5.727 -1.347 0.078
H 2.899 -5.007 -0.453 0.070
H 3.925 -3.996 -1.458 0.072
H -3.488 0.278 -2.800 0.116
H -3.777 0.833 -5.207 0.102
H -1.816 0.866 -6.704 0.100
H 0.435 0.354 -5.811 0.103
H 0.710 -0.184 -3.408 0.092
H 2.497 -2.357 -4.158 0.101
H 4.261 -0.861 -4.994 0.103
H 5.388 0.706 -3.429 0.102
H 4.768 0.718 -1.050 0.110
H 3.635 -0.119 0.764 0.085
H 2.990 -1.755 0.675 0.062
H 1.920 -0.393 0.406 0.036
H -0.758 -3.016 -3.621 0.029
H -1.425 -4.426 -4.432 0.088
H -0.385 -3.312 -5.313 0.087
H 0.368 -5.881 -5.697 0.123
O -0.520 0.623 1.469 -0.404
P -0.494 2.104 1.804 0.901
C -2.114 2.828 1.358 -0.308
C -3.291 1.878 1.629 -0.187
C -3.920 2.048 3.004 -0.190
C -4.411 3.478 3.183 -0.198
C -3.241 4.444 3.059 -0.194
C -2.461 4.277 1.754 -0.174
C -0.021 2.180 3.574 -0.319
C 1.232 1.285 3.803 -0.193
C 2.493 2.112 4.029 -0.187
C 2.379 2.960 5.304 -0.187
C 0.923 3.345 5.584 -0.192
C 0.143 3.533 4.285 -0.180
C 0.857 2.861 0.824 -0.310
C 1.037 2.224 -0.568 -0.172
C 0.243 2.893 -1.681 -0.183
C 0.545 4.384 -1.732 -0.192
C 0.189 5.029 -0.399 -0.197
C 0.947 4.396 0.767 -0.177
H -1.976 2.806 0.267 0.107
H -2.992 0.849 1.463 0.056
H -4.055 2.084 0.873 0.134
H -3.196 1.805 3.793 0.107
H -4.744 1.337 3.104 0.114
H -4.911 3.612 4.144 0.110
H -5.154 3.693 2.407 0.118
H -2.582 4.295 3.915 0.083
H -3.584 5.479 3.122 0.114
H -1.574 4.912 1.781 0.090
H -3.085 4.667 0.943 0.124
H -0.871 1.660 4.028 0.099
H 1.360 0.571 2.987 0.086
H 1.060 0.675 4.694 0.113
H 2.667 2.766 3.171 0.097
H 3.359 1.450 4.085 0.116
H 2.983 3.863 5.196 0.108
H 2.787 2.416 6.158 0.109
H 0.877 4.252 6.188 0.110
H 0.430 2.563 6.169 0.115
H 0.660 4.264 3.657 0.103
H -0.835 3.950 4.511 0.086
H 1.713 2.503 1.407 0.100
H 0.815 1.159 -0.521 0.062
H 2.102 2.307 -0.813 0.124
H -0.832 2.738 -1.535 0.110
H 0.487 2.410 -2.629 0.108
H -0.002 4.868 -2.544 0.112
H 1.612 4.528 -1.939 0.117
H -0.891 4.931 -0.253 0.092
H 0.402 6.101 -0.414 0.115
H 0.631 4.851 1.708 0.082
H 2.007 4.650 0.657 0.123
```

Orbital gap (alpha / beta) (eV): 7.3 / 6.8
E_HOMO (alpha / beta) (eV): -6.984 / -7.693
Total charge: 0
Spin multiplicity: 4
⟨S²⟩: 3.7676
Lowest unoccupied orbital energy (alpha / beta) (eV): 0.281 / -0.941

Version ii
Molecular formula: C44H65N4O5PSeTeV
Method: DFT, ωB97M-V/def2-TZVPD

```
122
Properties=species:S:1:pos:R:3:lowdin_charge:R:1
V 0.033 2.075 -1.009 0.920
O -0.036 -0.670 1.433 -0.118
H 0.314 -0.469 0.547 -0.006
H 0.033 0.203 1.863 0.001
Se 4.172 4.289 0.675 0.519
C 2.627 3.672 0.005 -0.896
N 1.640 3.212 -0.408 0.026
C -0.682 2.566 -3.784 -0.185
O -0.017 1.807 -2.810 -0.393
H -1.700 2.189 -3.942 0.077
H -0.137 2.481 -4.729 0.075
H -0.752 3.621 -3.507 0.075
N -0.193 4.340 2.008 0.202
C 0.424 3.149 2.218 -0.643
N 1.521 3.165 3.017 0.193
O -0.034 2.097 1.739 -0.063
H 0.313 5.193 2.176 0.111
H -0.825 4.351 1.222 0.072
H 2.063 4.011 3.082 0.080
H 2.076 2.325 2.986 0.076
C -3.882 -4.514 5.379 -0.051
C -3.643 -3.415 4.382 -0.265
C -3.104 -3.683 3.133 -0.012
C -2.892 -2.680 2.190 -0.277
C -2.297 -3.050 0.863 -0.054
C -3.241 -1.364 2.512 -0.342
Te -2.970 0.343 1.193 1.790
N -1.904 1.620 -0.476 -0.207
C -2.183 2.890 -0.576 -0.609
O -1.223 3.692 -0.934 -0.152
C -3.510 3.522 -0.293 -0.157
C -3.564 4.826 0.195 -0.023
C -4.784 5.412 0.493 -0.076
C -5.963 4.711 0.279 -0.087
C -5.920 3.428 -0.250 -0.071
C -4.697 2.838 -0.534 -0.051
C -4.282 -0.498 -0.242 -0.430
C -5.597 -0.627 0.204 -0.140
C -6.574 -1.170 -0.613 -0.084
C -6.230 -1.592 -1.890 -0.077
C -4.921 -1.469 -2.326 -0.043
C -3.919 -0.921 -1.522 -0.300
C -2.510 -0.846 -2.043 -0.060
C -3.760 -1.063 3.782 -0.312
C -4.105 0.340 4.221 -0.102
C -3.963 -2.099 4.688 -0.021
H -3.405 -5.443 5.066 0.073
H -4.950 -4.711 5.496 0.083
H -3.492 -4.247 6.363 0.079
H -2.834 -4.704 2.880 0.114
H -2.065 -4.116 0.829 0.082
H -1.382 -2.483 0.686 0.047
H -2.993 -2.838 0.052 0.072
H -2.641 5.381 0.314 0.108
H -4.819 6.422 0.884 0.103
H -6.916 5.174 0.505 0.101
H -6.838 2.889 -0.450 0.105
H -4.662 1.855 -0.980 0.091
H -5.865 -0.302 1.205 0.097
H -7.591 -1.262 -0.253 0.103
H -6.977 -2.023 -2.545 0.103
H -4.654 -1.811 -3.320 0.111
H -2.423 -1.386 -2.985 0.087
H -1.813 -1.292 -1.329 0.056
H -2.181 0.183 -2.192 0.051
H -3.246 1.012 4.160 0.064
H -4.444 0.332 5.257 0.074
H -4.898 0.785 3.615 0.063
H -4.372 -1.865 5.667 0.117
O 1.204 0.388 -0.932 -0.419
P 2.569 -0.272 -1.063 0.896
C 3.024 -0.952 0.562 -0.313
C 4.309 -1.817 0.669 -0.181
C 5.129 -1.467 1.912 -0.197
C 4.207 -1.395 3.125 -0.181
C 3.186 -0.246 2.980 -0.173
C 3.073 0.236 1.534 -0.216
C 3.796 0.981 -1.522 -0.340
C 3.395 1.704 -2.833 -0.179
C 4.317 1.308 -3.981 -0.192
C 5.759 1.750 -3.699 -0.186
C 6.095 1.656 -2.201 -0.184
C 5.277 0.559 -1.527 -0.180
C 2.385 -1.464 -2.446 -0.311
C 3.401 -2.601 -2.642 -0.174
C 3.077 -3.864 -1.844 -0.191
C 1.636 -4.325 -2.034 -0.195
C 0.668 -3.197 -1.693 -0.194
C 0.947 -1.989 -2.574 -0.183
H 2.157 -1.557 0.848 0.111
H 4.928 -1.755 -0.226 0.089
H 4.014 -2.862 0.765 0.097
H 5.656 -0.517 1.781 0.110
H 5.899 -2.228 2.054 0.114
H 4.781 -1.281 4.046 0.107
H 3.683 -2.352 3.210 0.114
H 3.489 0.597 3.609 0.107
H 2.203 -0.568 3.334 0.111
H 3.923 0.880 1.291 0.101
H 2.179 0.850 1.399 0.073
H 3.689 1.704 -0.706 0.049
H 3.475 2.782 -2.661 0.119
H 2.343 1.534 -3.075 0.086
H 3.961 1.737 -4.919 0.113
H 4.284 0.221 -4.118 0.100
H 5.902 2.779 -4.040 0.109
H 6.451 1.134 -4.278 0.106
H 5.874 2.602 -1.698 0.094
H 7.162 1.475 -2.060 0.110
H 5.618 0.407 -0.501 0.103
H 5.434 -0.385 -2.056 0.100
H 2.510 -0.760 -3.277 0.109
H 4.422 -2.274 -2.437 0.090
H 3.377 -2.856 -3.707 0.122
H 3.242 -3.688 -0.780 0.083
H 3.775 -4.654 -2.132 0.115
H 1.442 -5.209 -1.423 0.111
H 1.477 -4.623 -3.077 0.116
H 0.761 -2.930 -0.631 0.108
H -0.368 -3.519 -1.831 0.111
H 0.247 -1.175 -2.395 0.082
H 0.814 -2.288 -3.621 0.129
```

Orbital gap (alpha / beta) (eV): 7.9 / 6.7
E_HOMO (alpha / beta) (eV): -7.428 / -8.005
Total charge: 0
Spin multiplicity: 4
⟨S²⟩: 3.7669
Lowest unoccupied orbital energy (alpha / beta) (eV): 0.503 / -1.259

Quick one: least stable of them? version ii